# 1
The following is a quantum chemistry calculation of a 23-piece molecular cluster, C8H61FINO25PS overall, from the Open Molecules 2025 dataset.

Gap between HOMO and LUMO ... 6.990 eV
Energy above the lowest of the compared OMol25 structures with the same formula, charge and spin ... 0.0 kcal/mol
Charge ... -1
Maximum force ... 1.852 eV/Å
Molecular weight ... 780.501 g/mol

The geometry in XYZ format:
```
99
Properties=species:S:1:pos:R:3:forces:R:3
C 4.8857 3.1660 0.9693 0.221 -0.309 0.046
C 5.0637 2.2324 -0.2063 0.168 0.380 0.066
O 4.8890 0.8971 0.2059 -0.428 0.070 0.007
C 4.2891 0.0295 -0.7502 0.554 -0.400 0.354
C 3.1350 -0.7538 -0.1837 -0.215 -0.058 -0.371
O 1.8579 -0.1499 -0.3314 -0.069 0.001 0.280
C 1.8845 1.2629 -0.1871 -0.696 -0.303 -0.339
P 0.1928 2.0454 0.1963 1.627 -0.029 0.885
S 0.5536 3.6838 -1.3256 0.678 -0.092 -0.011
I -2.1028 3.2434 0.5968 -0.596 0.102 -0.043
O -0.4588 0.9421 -1.2007 -1.229 0.349 -0.753
C -1.6131 0.4405 -1.1565 1.149 -1.054 0.464
N -2.5221 -0.2784 -1.0885 -0.709 0.097 -0.281
C -0.1925 0.6620 1.4781 0.172 0.295 0.187
C 0.9455 0.4470 2.4613 -0.230 0.068 -0.210
F -1.3008 0.9880 2.2766 -0.279 -0.148 -0.058
H 4.7894 4.1956 0.6515 -0.023 0.144 -0.061
H 4.0074 2.8896 1.5382 -0.285 0.020 0.107
H 5.7428 3.0735 1.6265 0.158 0.054 0.270
H 4.3691 2.5041 -0.9974 -0.234 -0.111 -0.185
H 6.0733 2.3710 -0.5995 0.172 -0.057 -0.247
H 3.9771 0.5406 -1.6515 -0.059 0.336 -0.156
H 5.0395 -0.6924 -1.0496 0.244 -0.178 -0.142
H 3.3345 -1.0310 0.8505 0.061 0.210 0.389
H 3.0900 -1.6833 -0.7365 -0.178 -0.266 -0.144
H 2.2179 1.6930 -1.1194 0.178 0.228 -0.163
H 2.5618 1.5525 0.6031 0.156 0.114 0.275
H 0.7993 2.8715 1.1883 -0.342 0.231 -0.084
H -0.4840 3.5606 -2.1455 -0.359 -0.077 0.053
H -0.4092 -0.2684 0.9747 -0.273 -0.146 -0.171
H 0.4984 0.3283 3.4381 -0.088 -0.063 0.315
H 1.4685 -0.4637 2.2161 0.399 -0.127 -0.099
H 1.6238 1.2878 2.5162 0.271 0.167 0.018
O 2.7260 1.8657 -3.5758 0.194 0.459 -0.442
H 2.4837 1.6996 -4.4939 -0.282 -0.297 0.103
H 2.0621 2.5049 -3.2585 -0.082 -0.220 0.333
O -3.6917 0.4413 3.8433 0.240 -0.020 0.179
H -4.2938 1.1756 3.6565 -0.246 -0.096 0.162
H -2.8747 0.6767 3.3842 0.019 -0.020 -0.114
O -1.6915 -2.4476 1.0321 0.028 -0.364 -0.089
H -2.1857 -2.3421 1.8510 -0.020 0.023 0.036
H -2.3046 -2.1434 0.3493 0.043 0.330 -0.057
O 2.0573 -4.0179 -0.4326 0.068 -0.204 -0.073
H 1.5529 -3.7684 0.3477 -0.017 0.033 0.021
H 1.4235 -3.9431 -1.1543 -0.085 0.023 -0.031
O -1.3116 -5.1316 -0.5159 0.016 -0.030 0.000
H -1.2285 -4.3570 0.0496 -0.129 0.369 0.255
H -1.3578 -5.8698 0.1025 0.110 -0.042 0.008
O -5.3610 -1.2846 -0.8335 -0.092 -0.200 -0.194
H -5.9150 -0.5555 -1.1239 -0.023 0.052 0.022
H -4.4672 -1.0093 -1.0882 0.200 0.152 0.144
O -0.9490 1.5069 -4.1398 0.051 -0.008 0.003
H -0.7790 1.2504 -3.2226 0.175 0.128 -0.073
H -1.5930 0.8648 -4.4518 -0.034 -0.014 -0.015
O -1.6935 5.6747 -2.7238 -0.044 0.053 -0.196
H -1.9248 5.7281 -3.6559 -0.036 -0.025 -0.016
H -1.6528 6.5878 -2.4266 0.023 -0.006 0.101
O 3.2890 4.3482 -5.4505 -0.179 -0.072 -0.285
H 3.2363 3.5576 -4.8951 0.159 0.061 0.190
H 2.3682 4.5623 -5.6373 -0.045 0.110 0.218
O -3.6073 2.3709 6.4025 0.062 -0.048 0.098
H -3.5118 1.5106 5.9724 -0.004 0.061 -0.165
H -4.2824 2.2381 7.0718 -0.039 -0.031 0.000
O -0.8147 -7.9887 -0.3336 -0.211 -0.176 -0.237
H 0.0866 -8.1165 -0.6546 0.230 0.252 0.277
H -1.2240 -7.4481 -1.0197 0.026 0.057 -0.001
O 2.2386 -7.5502 -0.9831 -0.048 -0.216 -0.246
H 2.8421 -8.1376 -1.4483 0.084 -0.009 0.079
H 2.6624 -6.6842 -1.0106 -0.191 0.198 0.118
O 5.2806 -0.7645 -3.6093 0.043 -0.035 -0.183
H 4.7189 -0.0158 -3.8383 -0.061 0.026 0.096
H 6.1270 -0.5750 -4.0230 0.016 0.017 -0.019
O -2.9322 -1.3366 6.1278 0.119 -0.160 0.130
H -2.0365 -1.5060 5.8215 0.024 0.047 -0.048
H -3.3707 -0.9229 5.3711 -0.102 0.231 -0.170
O -2.4225 -1.8818 9.0574 0.035 -0.050 0.026
H -2.6021 -1.8362 8.1090 -0.159 0.061 -0.083
H -2.4153 -0.9621 9.3337 0.024 0.042 0.000
O -0.0799 -8.1511 -3.4173 0.060 -0.070 -0.079
H -0.6452 -8.4994 -2.7218 -0.018 -0.126 -0.029
H 0.7733 -8.0152 -2.9912 -0.026 0.139 0.066
O -1.7428 -3.1169 -2.7093 -0.035 0.196 -0.032
H -1.7523 -2.2771 -2.2317 -0.069 0.024 -0.005
H -1.8284 -3.7985 -2.0333 0.012 -0.160 -0.002
O 3.4460 3.8302 -8.4512 -0.108 0.055 -0.055
H 3.2322 4.1028 -7.5489 0.205 -0.105 0.063
H 4.3847 3.6318 -8.4103 0.043 -0.008 0.004
O -6.1504 2.0106 4.0615 -0.094 -0.034 -0.091
H -6.6193 2.1772 4.8878 0.136 0.052 0.175
H -6.8093 2.1066 3.3691 0.037 0.010 -0.071
O -5.4549 -2.4324 -3.9151 -0.021 -0.065 0.045
H -5.6931 -2.5281 -2.9846 0.048 0.141 0.059
H -4.4926 -2.4710 -3.9035 0.069 -0.039 0.003
O 4.5254 6.4386 0.5735 0.063 0.176 0.003
H 3.9606 7.1599 0.2805 -0.085 -0.037 -0.009
H 5.3686 6.5983 0.1395 0.022 -0.010 -0.015
O -7.6305 2.1861 6.7963 -0.081 -0.028 -0.101
H -7.3537 1.9587 7.6885 0.080 0.019 0.015
H -8.3050 1.5342 6.5806 -0.017 -0.023 -0.001
```
Forces are in eV/Å.

Atom charges from the Mulliken analysis, given in e for atoms 1 to 6: C -0.9122; C -0.0366; O -0.4817; C -0.3423; C -0.6972; O -0.2303

# 2
The following is a quantum chemistry calculation of C8H6BO3S2 as an isolated structure, from the Open Molecules 2025 dataset.

Gap between HOMO and LUMO ... 5.730 eV
Charge ... -1
Maximum force ... 5.330 eV/Å
Molecular weight ... 225.079 g/mol

The geometry in XYZ format:
```
20
Properties=species:S:1:pos:R:3:forces:R:3
B 1.2973 1.8921 -0.0546 1.595 -0.313 0.157
C -1.6484 0.9351 -0.0472 -0.335 0.150 0.694
C -0.0763 -2.3492 -0.0536 1.132 1.085 0.962
C -2.8324 0.3179 -0.0992 1.958 -1.427 0.194
C 0.7581 0.4630 0.1153 2.882 -3.639 0.214
C -0.5301 0.0625 0.1902 0.163 0.459 -1.289
C 1.3444 -2.3260 0.0072 -0.935 2.199 -0.703
C 1.9971 -1.0649 0.0837 -4.715 2.479 0.185
C -0.9241 -1.2624 0.1021 0.939 -1.679 0.207
O 0.4808 3.0165 -0.0111 0.471 2.443 0.591
O 2.6425 2.0417 -0.2188 0.426 -0.350 -0.229
O 2.1357 -3.4255 -0.2893 -1.785 -2.934 1.146
S 3.5791 -0.7247 0.1671 2.201 -0.135 -0.083
S -2.6291 -1.4052 0.0354 -1.170 -0.540 -0.026
H -1.3920 1.9527 -0.1173 -0.486 1.245 -0.181
H -0.5993 -3.2535 -0.0599 -0.398 -1.786 -0.382
H -3.8042 0.5853 -0.2807 -2.006 1.296 -0.317
H 0.9255 3.9269 0.1521 -0.738 -2.772 -0.626
H 3.1422 1.1290 -0.2327 -0.753 1.215 0.289
H 1.6168 -4.3056 -0.0331 1.554 3.005 -0.803
```
Forces are in eV/Å.

Atom charges from the natural (NBO) analysis, given in e for atoms 1 to 6: B 1.0314; C -0.2416; C -0.2244; C -0.3865; C -0.3703; C -0.0226

# 3
The following is a quantum chemistry calculation of an isolated ion of composition C8H6Cl2N and charge +1, from the Open Molecules 2025 dataset.

Gap between HOMO and LUMO ... 8.304 eV
Structure (SMILES) ... C#[N+]C(Cl)(Cl)c1ccccc1
Energy above the lowest of the compared OMol25 structures with the same formula, charge and spin ... 33.2 kcal/mol
Charge ... +1
Maximum force ... 4.671 eV/Å
Molecular weight ... 187.049 g/mol

The geometry in XYZ format:
```
17
Properties=species:S:1:pos:R:3:forces:R:3
C 1.0357 2.9478 -2.8049 -0.652 -0.926 1.935
N 0.4124 2.4759 -1.9418 1.652 1.111 -2.782
C -1.1076 1.7162 -1.2769 -0.223 0.363 -1.403
Cl -1.9049 1.4029 -2.8543 0.409 0.183 1.259
Cl -1.7043 3.1191 -0.4826 -0.262 -0.515 -0.018
C -0.6818 0.5407 -0.5340 -0.939 1.326 2.094
C -0.8680 0.5558 0.8802 0.156 0.684 -0.092
C -0.6264 -0.5701 1.5904 1.421 -0.844 -1.912
C -0.1022 -1.6903 0.9122 -1.013 1.326 3.506
C 0.1499 -1.6843 -0.3651 0.176 -0.739 -4.609
C -0.1565 -0.5593 -1.1217 0.137 -0.464 -1.028
H 1.7172 3.3688 -3.5573 -0.609 -0.256 0.532
H -1.0483 1.4604 1.4420 -0.415 0.144 -0.307
H -0.4922 -0.6012 2.6152 -0.595 0.275 2.027
H 0.1969 -2.4818 1.5101 0.290 -1.691 0.935
H 0.4405 -2.5994 -0.8896 0.372 0.450 0.243
H 0.0094 -0.5011 -2.1809 0.096 -0.426 -0.379
```
Forces are in eV/Å.

Atom charges from the natural (NBO) analysis, given in e for atoms 1 to 6: C 0.3576; N -0.3105; C 0.1947; Cl 0.1217; Cl 0.1833; C -0.2596

# 4
The following is a quantum chemistry calculation of a 2-piece molecular cluster, C8H6Cl2NO2P overall, from the Open Molecules 2025 dataset.

Gap between HOMO and LUMO (spin up / spin down) ... 5.478 / 5.495 eV
Energy above the lowest of the compared OMol25 structures with the same formula, charge and spin ... 57.9 kcal/mol
Maximum force ... 4.442 eV/Å
Molecular weight ... 250.021 g/mol

The geometry in XYZ format:
```
20
Properties=species:S:1:pos:R:3:forces:R:3
C 0.5911 1.7213 0.2936 0.342 2.533 -2.461
C 0.1021 1.2652 -0.9294 -0.091 1.312 -0.015
C 0.5063 0.9280 1.3858 -0.195 -1.886 2.299
C -0.6755 0.1352 -0.8654 -0.551 0.065 -4.407
C -0.1352 -0.3039 1.4702 -0.641 1.742 -3.051
C -0.8447 -0.6020 0.2433 0.683 -1.703 2.672
C -3.3146 -3.6364 0.0164 0.414 0.298 -2.908
C -1.8069 -1.6181 0.0893 0.397 1.278 1.440
N -2.3464 -2.6416 0.0402 -0.068 0.266 -0.509
O -3.9137 -3.9023 -0.9814 -0.270 0.115 0.735
O -2.6128 1.8357 -0.4711 0.702 1.138 -0.559
P -3.5114 0.7935 0.0400 1.473 -0.474 2.930
Cl -4.3786 -0.0802 -1.4579 -1.844 -1.399 -2.815
Cl -5.0656 1.7472 0.9678 -0.806 0.302 0.385
H 0.9561 2.7987 0.3538 -0.194 -1.766 0.067
H 0.0862 1.8935 -1.8569 0.226 -0.755 1.109
H 0.9160 1.2332 2.3147 0.548 0.594 0.635
H -1.2411 -0.2193 -1.8033 0.932 0.819 1.495
H -0.1430 -0.8161 2.3899 -0.333 -0.804 0.645
H -3.1590 -4.1755 0.8786 -0.724 -1.675 2.313
```
Forces are in eV/Å.

Atom charges from the natural (NBO) analysis, given in e for atoms 1 to 6: C -0.1442; C -0.1744; C -0.2184; C -0.1095; C -0.1504; C -0.2549

# 5
The following is a quantum chemistry calculation of a 2-piece molecular cluster, C8H6Cl3NO3 overall, from the Open Molecules 2025 dataset.

Gap between HOMO and LUMO (spin up / spin down) ... 8.580 / 7.366 eV
Energy above the lowest of the compared OMol25 structures with the same formula, charge and spin ... 0.0 kcal/mol
<S²> ... 2.020
Maximum force ... 1.131 eV/Å
Spin multiplicity ... 3
Molecular weight ... 270.499 g/mol

The geometry in XYZ format:
```
21
Properties=species:S:1:pos:R:3:forces:R:3
C 1.0383 2.4195 1.4253 0.037 -0.127 -0.011
C -0.1242 2.5365 0.6761 0.012 0.003 0.050
C 1.6812 1.1922 1.5154 -0.015 0.227 0.098
C -0.6330 1.4481 0.0012 0.342 -0.137 -0.084
C 1.1905 0.0954 0.8415 -0.433 -0.159 -0.055
C 0.0408 0.2110 0.0428 -0.033 0.362 0.376
C -0.4756 -0.8777 -0.7390 -0.180 -0.071 -0.022
C 0.3169 -1.6813 -1.7062 -0.268 0.308 -0.825
N -1.9167 -0.9064 -0.9206 1.090 0.097 -0.287
O -2.3383 -1.0799 -2.0382 -0.563 -0.029 -0.460
O -2.5863 -0.7360 0.0720 -0.617 0.023 0.771
O -0.3612 -2.7186 0.9363 0.737 -0.366 0.026
Cl -0.4724 -3.1913 -2.1832 0.150 -0.151 0.105
Cl 0.4337 -0.5956 -3.1653 0.197 -0.189 -0.096
Cl 1.9536 -2.0519 -1.1980 0.157 -0.119 0.003
H 1.4307 3.2767 1.9508 0.040 0.071 0.045
H -0.6358 3.4832 0.6175 -0.066 0.139 -0.014
H 2.5609 1.0872 2.1298 0.108 -0.010 0.089
H -1.5182 1.5693 -0.6043 -0.102 -0.054 -0.023
H 1.6280 -0.8778 0.9820 0.174 0.055 -0.010
H -1.2130 -2.6024 1.3642 -0.766 0.126 0.324
```
Forces are in eV/Å.

Atom charges from the natural (NBO) analysis, given in e for atoms 1 to 6: C -0.1752; C -0.2156; C -0.2177; C -0.1638; C -0.1799; C -0.0697

# 6
The following is a quantum chemistry calculation of C8H6HfNO5 as an isolated structure, from the Open Molecules 2025 dataset.

Gap between HOMO and LUMO ... 6.399 eV
Energy above the lowest of the compared OMol25 structures with the same formula, charge and spin ... 0.0 kcal/mol
Charge ... +3
Maximum force ... 9.089 eV/Å
Molecular weight ... 374.628 g/mol

The geometry in XYZ format:
```
21
Properties=species:S:1:pos:R:3:forces:R:3
O 0.7551 0.0592 -6.1970 -1.869 -0.023 3.207
C 0.2189 0.0526 -5.1820 1.800 0.029 -3.532
Hf 0.0637 0.0410 -1.2942 3.676 -0.141 2.795
O 2.6603 0.0407 -3.5195 -4.799 0.006 4.077
C 1.7513 0.0417 -2.7942 6.630 -0.009 -5.634
C -2.0665 0.0212 -0.7850 -8.689 -0.090 0.847
O -3.2231 0.0098 -0.6482 6.197 0.064 -0.631
C -0.2479 -2.1477 -1.5911 -2.171 -8.235 -2.189
O -0.5240 -3.2439 -1.8560 1.561 5.797 1.509
C -0.2935 2.2051 -1.6400 -2.383 8.415 -2.475
O -0.5869 3.2924 -1.9319 1.701 -5.933 1.709
H -0.8726 0.0203 -2.7579 -1.406 0.048 -0.736
C -0.3898 -0.3180 4.0929 -1.075 -0.468 0.086
C 0.8525 0.1946 3.3265 -0.120 0.041 0.691
C 0.6828 0.1741 1.9209 0.395 -0.017 0.330
N 0.5931 0.1380 0.7593 -0.583 0.073 0.485
H -1.3089 0.2184 3.8374 0.302 0.204 0.008
H -0.2421 -0.2127 5.1699 0.262 0.111 -0.212
H -0.6024 -1.3732 3.8978 0.332 0.087 -0.022
H 1.0638 1.2390 3.6290 0.185 -0.253 -0.190
H 1.7160 -0.4524 3.5631 0.055 0.294 -0.126
```
Forces are in eV/Å.

Atom charges from the natural (NBO) analysis, given in e for atoms 1 to 6: O -0.3735; C 0.4314; Hf 1.7900; O -0.1570; C 0.4237; C 0.4351

Number 4 is which compound? C8H6Cl2NO2P

Repeat the sixth record exactly.
The following is a quantum chemistry calculation of C8H6HfNO5 as an isolated structure, from the Open Molecules 2025 dataset.

Gap between HOMO and LUMO ... 6.399 eV
Energy above the lowest of the compared OMol25 structures with the same formula, charge and spin ... 0.0 kcal/mol
Charge ... +3
Maximum force ... 9.089 eV/Å
Molecular weight ... 374.628 g/mol

The geometry in XYZ format:
```
21
Properties=species:S:1:pos:R:3:forces:R:3
O 0.7551 0.0592 -6.1970 -1.869 -0.023 3.207
C 0.2189 0.0526 -5.1820 1.800 0.029 -3.532
Hf 0.0637 0.0410 -1.2942 3.676 -0.141 2.795
O 2.6603 0.0407 -3.5195 -4.799 0.006 4.077
C 1.7513 0.0417 -2.7942 6.630 -0.009 -5.634
C -2.0665 0.0212 -0.7850 -8.689 -0.090 0.847
O -3.2231 0.0098 -0.6482 6.197 0.064 -0.631
C -0.2479 -2.1477 -1.5911 -2.171 -8.235 -2.189
O -0.5240 -3.2439 -1.8560 1.561 5.797 1.509
C -0.2935 2.2051 -1.6400 -2.383 8.415 -2.475
O -0.5869 3.2924 -1.9319 1.701 -5.933 1.709
H -0.8726 0.0203 -2.7579 -1.406 0.048 -0.736
C -0.3898 -0.3180 4.0929 -1.075 -0.468 0.086
C 0.8525 0.1946 3.3265 -0.120 0.041 0.691
C 0.6828 0.1741 1.9209 0.395 -0.017 0.330
N 0.5931 0.1380 0.7593 -0.583 0.073 0.485
H -1.3089 0.2184 3.8374 0.302 0.204 0.008
H -0.2421 -0.2127 5.1699 0.262 0.111 -0.212
H -0.6024 -1.3732 3.8978 0.332 0.087 -0.022
H 1.0638 1.2390 3.6290 0.185 -0.253 -0.190
H 1.7160 -0.4524 3.5631 0.055 0.294 -0.126
```
Forces are in eV/Å.

Atom charges from the natural (NBO) analysis, given in e for atoms 1 to 6: O -0.3735; C 0.4314; Hf 1.7900; O -0.1570; C 0.4237; C 0.4351

Among the records above, which one has the lowest molecular weight? C8H6Cl2N

Which of these has the lowest molecular weight? C8H6Cl2N